# 1
Molecular formula: C13H21As2Cl3N6O2Ru
Method: DFT, wB97M-V/def2-TZVPD

Each line ends with the Mulliken charge.
Geometry (Å):
Ru (0.182, -0.123, -1.167)  0.269
C (3.313, -1.123, 0.683)  -1.272
As (1.396, -1.045, 0.817)  1.025
C (0.871, -2.830, 1.327)  -1.018
C (0.859, 0.152, 2.217)  0.204
C (1.651, 0.384, 3.334)  -0.663
C (1.202, 1.260, 4.316)  -0.736
C (-0.022, 1.902, 4.185)  -0.746
C (-0.815, 1.679, 3.066)  -0.719
C (-0.367, 0.802, 2.085)  0.440
As (-1.424, 0.458, 0.528)  1.315
C (-2.375, 2.074, 0.094)  -1.333
C (-2.751, -0.883, 0.905)  -1.088
H (3.691, -1.647, 1.561)  0.473
H (3.731, -0.123, 0.636)  0.415
H (3.573, -1.693, -0.208)  0.444
H (1.148, -2.978, 2.370)  0.462
H (1.415, -3.542, 0.707)  0.427
H (-0.201, -2.981, 1.227)  0.273
H (2.611, -0.103, 3.451)  0.461
H (1.816, 1.445, 5.188)  0.441
H (-0.358, 2.583, 4.954)  0.444
H (-1.763, 2.195, 2.974)  0.406
H (-3.116, 2.264, 0.872)  0.484
H (-2.911, 1.967, -0.848)  0.420
H (-1.676, 2.907, 0.053)  0.418
H (-3.196, -0.641, 1.871)  0.476
H (-2.300, -1.871, 0.958)  0.269
H (-3.520, -0.859, 0.133)  0.417
N (-1.090, 0.469, -2.928)  -0.447
N (-0.525, 1.539, -3.646)  -0.232
C (0.600, 2.114, -3.180)  0.722
N (1.142, 3.110, -3.832)  -0.295
N (1.058, 1.549, -2.031)  -0.272
N (2.174, 2.083, -1.368)  0.996
O (2.847, 2.938, -1.867)  -0.668
O (2.338, 1.567, -0.283)  -0.608
H (-1.166, -0.340, -3.546)  0.359
H (-2.035, 0.732, -2.655)  0.266
H (-0.973, 1.848, -4.499)  0.183
H (0.738, 3.466, -4.688)  0.201
H (1.996, 3.530, -3.489)  0.220
Cl (-2.293, -4.490, -3.302)  -0.043
C (-1.436, -4.440, -1.769)  0.895
Cl (-0.053, -5.518, -1.746)  -0.018
Cl (-2.516, -4.731, -0.402)  -0.028
C (-0.931, -3.062, -1.601)  -0.472
N (-0.540, -1.995, -1.455)  -0.167

The energy above the lowest of the compared OMol25 structures with the same formula, charge and spin is 0.0 kcal/mol. The spin multiplicity is 2. Its expectation value of S² is 0.759. The total energy comes out at -188652.75804 eV. The net charge is +3. As for the frontier orbital gap (alpha / beta): 7.22 / 6.41 eV.

# 2
Molecular formula: C13H21BF4N4O4S5SbW
Method: DFT, wB97M-V/def2-TZVPD

Each line ends with the Mulliken charge.
Geometry (Å):
W (0.214, -0.668, -0.336)  -0.116
S (-2.906, 2.245, -0.880)  -0.691
Sb (-2.301, 0.224, 0.011)  0.640
S (-1.499, -1.118, -1.941)  -0.513
S (0.153, 0.559, 1.640)  -0.392
S (-4.065, -0.797, 1.012)  -0.645
C (1.397, 2.720, -3.090)  -1.801
C (1.246, 2.354, -1.614)  1.750
C (1.336, 3.575, -0.694)  -1.759
O (0.013, 1.670, -1.393)  0.019
C (2.344, 1.340, -1.218)  0.238
O (3.521, 1.561, -1.396)  -0.692
O (1.863, 0.267, -0.660)  0.445
H (0.687, 3.501, -3.356)  0.430
H (1.207, 1.846, -3.711)  0.399
H (2.410, 3.060, -3.285)  0.350
H (0.605, 4.318, -1.014)  0.450
H (2.340, 3.993, -0.734)  0.376
H (1.112, 3.278, 0.332)  0.286
H (-0.758, 2.286, -1.558)  -0.052
F (1.804, -2.042, -1.663)  -0.342
B (1.634, -1.662, -3.079)  0.352
F (0.794, -2.562, -3.633)  -0.352
F (2.836, -1.576, -3.666)  -0.336
F (1.029, -0.403, -2.918)  -0.202
C (3.309, -1.015, 3.843)  -0.864
N (4.046, -0.684, 2.647)  -0.196
C (3.610, -1.050, 1.427)  0.449
S (2.234, -2.019, 1.258)  -0.313
N (4.330, -0.711, 0.343)  -0.061
C (5.396, 0.262, 0.350)  -1.173
H (3.906, -0.736, 4.707)  0.344
H (3.119, -2.088, 3.854)  0.298
H (2.345, -0.501, 3.883)  0.270
H (4.687, 0.094, 2.706)  0.272
H (3.872, -0.864, -0.549)  0.197
H (6.203, -0.073, 1.005)  0.362
H (5.041, 1.243, 0.677)  0.334
H (5.770, 0.368, -0.665)  0.382
N (-0.078, -5.739, -1.991)  -0.303
C (-0.191, -5.963, -0.660)  0.229
O (0.070, -7.045, -0.169)  -0.658
C (-0.607, -4.790, 0.162)  0.277
C (-1.252, -4.966, 1.400)  -0.403
C (-1.490, -3.815, 2.162)  -0.889
C (-1.105, -2.584, 1.718)  -0.391
N (-0.487, -2.366, 0.479)  0.569
C (-0.281, -3.527, -0.256)  0.500
H (0.280, -6.477, -2.573)  0.221
H (-0.343, -4.878, -2.436)  0.236
H (-1.549, -5.945, 1.727)  0.492
H (-1.989, -3.891, 3.114)  0.420
H (-1.248, -1.688, 2.322)  0.510
H (0.184, -3.389, -1.229)  0.048

The energy above the lowest of the compared OMol25 structures with the same formula, charge and spin is 2.2 kcal/mol. The spin multiplicity is 1. The total energy comes out at -102069.17227 eV. The net charge is -1. As for the frontier orbital gap (alpha / beta): 5.45 / 5.53 eV.

# 3
Molecular formula: C13H21BIrN6O
Method: DFT, wB97M-V/def2-TZVPD

Each line ends with the Mulliken charge.
Geometry (Å):
C (2.657, -0.966, 0.249)  -0.003
N (1.324, -0.805, -0.066)  -0.041
N (1.231, -0.067, -1.242)  0.307
C (2.495, 0.159, -1.678)  0.092
C (3.392, -0.317, -0.736)  -0.900
B (-0.038, 0.243, -2.125)  0.019
N (-0.934, -1.055, -1.996)  0.200
N (-0.890, -1.960, -0.920)  -0.226
C (-1.397, -3.159, -1.346)  -0.026
C (-1.926, -2.975, -2.613)  -0.770
C (-1.572, -1.697, -3.011)  0.105
Ir (-0.257, -1.612, 0.913)  0.886
N (-0.538, 1.988, -2.190)  0.490
N (-0.917, 2.881, -1.179)  -0.580
C (-1.229, 4.062, -1.727)  -0.131
C (-0.985, 4.017, -3.123)  -0.505
C (-0.572, 2.705, -3.361)  -0.008
H (-1.607, 4.894, -1.144)  0.470
H (-0.300, 2.233, -4.292)  0.464
H (-1.088, 4.823, -3.819)  0.453
H (0.354, 0.231, -3.268)  -0.054
H (-1.564, -1.291, -4.004)  0.515
H (2.658, 0.561, -2.667)  0.512
H (-2.433, -3.732, -3.184)  0.471
H (4.460, -0.275, -0.776)  0.501
H (-1.398, -4.071, -0.748)  0.528
H (2.986, -1.521, 1.132)  0.580
H (-2.447, -0.896, 1.327)  0.480
C (-1.996, -1.815, 1.762)  -1.143
H (-2.771, -2.561, 1.551)  0.457
H (-1.027, -2.800, 1.334)  0.117
H (-1.979, -1.759, 2.846)  0.410
C (1.990, 0.637, 3.824)  -1.330
C (0.636, -0.027, 3.630)  0.743
C (-0.430, 1.035, 3.514)  -1.310
O (0.769, -0.936, 2.536)  -0.294
H (2.050, 1.542, 3.215)  0.353
H (2.798, -0.028, 3.516)  0.338
H (2.137, 0.949, 4.859)  0.428
H (0.444, -0.637, 4.526)  0.270
H (-0.040, 1.901, 2.973)  0.377
H (-1.328, 0.684, 3.012)  0.343
H (-0.716, 1.415, 4.498)  0.414

The energy above the lowest of the compared OMol25 structures with the same formula, charge and spin is 9.4 kcal/mol. The spin multiplicity is 6. Its expectation value of S² is 8.816. The total energy comes out at -28270.17013 eV. The net charge is +4. As for the frontier orbital gap (alpha / beta): 8.72 / 4.37 eV.

# 4
Molecular formula: C13H21BN3
Method: DFT, wB97M-V/def2-TZVPD

Each line ends with the Mulliken charge.
Geometry (Å):
C (2.707, 4.131, 1.811)  -1.014
N (3.201, 3.734, 3.155)  0.339
C (2.230, 3.108, 4.005)  0.112
C (0.983, 3.723, 4.300)  -0.334
C (0.040, 3.076, 5.124)  -0.595
C (0.253, 1.779, 5.571)  -0.513
C (1.407, 1.115, 5.171)  -0.675
C (2.407, 1.784, 4.439)  0.250
C (4.538, 3.651, 3.290)  -0.469
H (1.771, 3.607, 1.582)  0.375
H (2.568, 5.215, 1.712)  0.339
H (3.467, 3.827, 1.084)  0.445
H (0.775, 4.721, 3.921)  0.407
H (-0.879, 3.586, 5.379)  0.385
H (-0.501, 1.270, 6.150)  0.407
H (1.533, 0.075, 5.406)  0.407
H (3.330, 1.260, 4.183)  0.273
H (4.989, 3.516, 4.266)  0.433
H (5.141, 4.073, 2.480)  0.466
H (6.668, 2.027, 3.425)  -0.267
B (7.813, 1.452, 3.584)  -0.009
H (8.619, 2.178, 2.987)  -0.116
H (7.982, 1.407, 4.809)  -0.114
C (7.833, -0.015, 2.967)  -0.232
N (8.692, -1.079, 2.814)  0.215
C (10.062, -1.206, 3.242)  -0.794
C (8.069, -2.116, 2.142)  -0.315
C (6.807, -1.700, 1.876)  -0.393
N (6.669, -0.421, 2.375)  0.269
C (5.471, 0.364, 2.273)  -1.220
H (10.408, -2.199, 2.936)  0.295
H (10.709, -0.454, 2.773)  0.308
H (10.161, -1.126, 4.332)  0.311
H (8.572, -3.040, 1.913)  0.411
H (6.013, -2.225, 1.371)  0.394
H (4.718, -0.174, 1.693)  0.298
H (5.046, 0.585, 3.263)  0.504
H (5.662, 1.323, 1.772)  0.419

The spin multiplicity is 1. The total energy comes out at -18959.87273 eV. The net charge is +1. As for the frontier orbital gap: 6.44 eV.